Entry 1:
A cluster of 2 separate species, C17H29O3Si in total at a distorted geometry. Source: OMol25; level of theory: ωB97M-V with the def2-TZVPD basis set.

## Properties
**Orbital gap**: 4.4 eV
**ΔE to the lowest compared entry with this formula, charge and spin**: 77.4 kJ/mol
**Charge**: +1
**E_LUMO**: -5.36 eV

Element x y z (Å)
C1 3.95 0.26 1.27
O1 2.64 0.54 1.83
C2 1.73 -0.40 1.94
C3 0.40 -0.16 1.51
C4 -0.50 -1.24 1.29
C5 -1.85 -0.99 1.11
C6 -2.36 0.32 1.10
C7 -3.84 0.54 1.01
C8 -1.45 1.39 1.12
C9 -0.09 1.18 1.31
H1 4.42 1.22 1.10
H2 4.56 -0.34 1.96
H3 3.82 -0.28 0.31
H4 2.08 -1.42 2.24
H5 -0.07 -2.24 1.30
H6 -2.54 -1.82 0.93
H7 -4.08 1.60 1.00
H8 -4.28 0.08 0.12
H9 -4.33 0.08 1.87
H10 -1.82 2.40 0.97
H11 0.63 2.00 1.37
C10 1.14 -2.14 5.72
C11 2.34 -1.37 5.42
C12 2.38 0.08 5.26
C13 3.48 -1.94 5.99
O2 4.60 -1.25 6.05
Si1 6.14 -1.90 5.65
C14 7.20 -0.41 5.93
C15 6.55 -3.27 6.84
C16 5.89 -2.48 3.91
O3 3.42 -3.14 6.56
C17 3.42 -3.21 8.05
H12 0.25 -1.60 5.38
H13 1.17 -3.13 5.24
H14 1.06 -2.31 6.81
H15 1.36 0.45 5.14
H16 2.83 0.54 6.16
H17 2.97 0.38 4.40
H18 8.23 -0.63 5.63
H19 6.86 0.46 5.37
H20 7.22 -0.12 6.99
H21 7.56 -3.63 6.59
H22 6.58 -2.93 7.89
H23 5.88 -4.14 6.79
H24 6.82 -2.97 3.57
H25 5.08 -3.22 3.81
H26 5.68 -1.66 3.21
H27 3.63 -4.26 8.28
H28 4.21 -2.56 8.47
H29 2.43 -2.91 8.43

***

Entry 2:
A structure of composition C17H30As3Cl2SZr. Source: OMol25; level of theory: ωB97M-V with the def2-TZVPD basis set.

## Properties
**Orbital gap**: 4.0 eV
**ΔE to the lowest compared entry with this formula, charge and spin**: 67.5 kJ/mol
**Charge**: +3
**E_LUMO**: -11.78 eV

Element x y z (Å)
Zr1 1.43 1.15 0.07
Cl1 3.28 2.80 0.26
C1 4.01 2.87 -1.43
C2 5.23 3.49 -1.53
C3 5.75 3.55 -2.82
C4 5.07 3.00 -3.89
C5 3.84 2.37 -3.72
Cl2 3.04 1.70 -5.08
C6 3.27 2.30 -2.45
S1 1.68 1.54 -2.24
H1 5.74 3.91 -0.68
H2 6.71 4.03 -2.98
H3 5.49 3.05 -4.89
C7 -2.37 2.49 -1.20
As1 -1.17 1.73 0.09
C8 -0.82 3.13 1.41
C9 -2.13 0.27 0.99
C10 -1.32 -0.76 1.79
C11 -0.25 -0.08 2.64
C12 -0.70 -1.85 0.92
As2 0.85 -1.49 -0.25
C13 0.25 -1.81 -2.06
C14 2.13 -2.89 0.11
C15 -2.29 -1.43 2.80
As3 -3.83 -2.65 2.36
C16 -2.87 -4.31 1.94
C17 -4.31 -2.16 0.52
H4 -3.22 2.85 -0.61
H5 -2.69 1.71 -1.89
H6 -1.90 3.30 -1.74
H7 -1.67 3.14 2.09
H8 -0.72 4.08 0.89
H9 0.08 2.97 2.03
H10 -2.72 -0.20 0.20
H11 -2.84 0.81 1.64
H12 0.51 0.46 1.99
H13 0.36 -0.78 3.22
H14 -0.63 0.70 3.31
H15 -1.44 -2.28 0.24
H16 -0.33 -2.66 1.56
H17 -0.18 -2.82 -2.08
H18 1.10 -1.75 -2.74
H19 -0.52 -1.10 -2.36
H20 1.58 -3.82 -0.04
H21 2.48 -2.82 1.14
H22 2.97 -2.82 -0.58
H23 -2.73 -0.63 3.40
H24 -1.70 -2.04 3.49
H25 -2.17 -4.54 2.75
H26 -2.35 -4.31 0.99
H27 -3.60 -5.11 1.92
H28 -4.74 -1.16 0.49
H29 -5.09 -2.85 0.23
H30 -3.51 -2.25 -0.21

***

Entry 3:
A structure of composition C17H30AsLiN3O. Source: OMol25; level of theory: ωB97M-V with the def2-TZVPD basis set.

## Properties
**Orbital gap**: 9.2 eV
**Charge**: +1
**E_LUMO**: -2.28 eV

Element x y z (Å)
Li1 -0.26 -0.32 0.67
C1 2.97 2.09 -0.93
C2 2.13 1.76 0.29
C3 2.54 0.79 1.20
C4 1.80 0.52 2.35
C5 0.63 1.23 2.61
C6 0.21 2.21 1.71
C7 0.96 2.47 0.56
H1 3.77 2.78 -0.65
H2 2.37 2.56 -1.71
H3 3.43 1.19 -1.34
H4 3.46 0.24 1.01
H5 2.15 -0.22 3.05
H6 0.06 1.04 3.51
H7 -0.69 2.78 1.92
H8 0.65 3.26 -0.12
C8 -5.48 1.69 -0.29
N1 -4.30 0.91 0.06
C9 -4.31 -0.45 0.58
C10 -2.82 -0.68 0.79
O1 -2.30 -1.66 1.28
N2 -2.12 0.41 0.34
C11 -3.03 1.31 -0.06
N3 -2.69 2.51 -0.53
H9 -6.34 1.27 0.23
H10 -5.69 1.66 -1.36
H11 -5.38 2.72 0.04
H12 -4.71 -1.17 -0.13
H13 -4.87 -0.53 1.52
H14 -1.72 2.71 -0.66
H15 -3.37 3.13 -0.92
C12 -1.36 -4.11 -1.87
C13 -0.72 -4.23 -0.49
As1 0.41 -2.70 -0.07
C14 2.05 -3.25 -0.97
C15 3.18 -2.22 -0.84
C16 0.87 -3.09 1.80
C17 1.29 -4.52 2.11
H16 -1.97 -4.99 -2.09
H17 -0.61 -4.04 -2.66
H18 -2.00 -3.23 -1.93
H19 -0.09 -5.12 -0.42
H20 -1.48 -4.29 0.29
H21 1.79 -3.40 -2.02
H22 2.36 -4.22 -0.58
H23 2.85 -1.23 -1.18
H24 4.05 -2.50 -1.43
H25 3.50 -2.12 0.20
H26 -0.01 -2.81 2.38
H27 1.67 -2.39 2.07
H28 0.50 -5.24 1.88
H29 1.52 -4.63 3.18
H30 2.19 -4.82 1.56

***

Number 1: DFT total energy -1180.1099 Eh. Number 2: DFT total energy -8737.6332 Eh. Number 3: DFT total energy -3148.4819 Eh.